Here is an isolated molecule of C18H23NO3 from the Open Molecules 2025 dataset. Energies are from ωB97M-V/def2-TZVPD.

structure (SMILES)	Cc1c(O)ccc2c1[C@]1(CC=CCC1)[C@@H](N1CCOCC1)O2
charge	0
multiplicity	1

Geometry as XYZ:
```
45
Properties=species:S:1:pos:R:3:forces:R:3:lowdin_charge:R:1
C 2.430 -0.389 2.559 -0.10 -0.01 0.37 -0.018
C 1.933 -1.311 1.490 0.54 -0.32 0.36 -0.135
C 2.701 -2.422 1.119 0.34 -0.40 -0.43 -0.260
O 3.942 -2.694 1.676 -0.42 1.25 0.72 0.035
C 2.237 -3.284 0.149 0.07 -0.37 -0.12 -0.032
C 0.998 -3.130 -0.430 -0.66 0.17 -0.83 0.009
C 0.256 -1.991 -0.141 2.09 -1.25 0.85 -0.263
C 0.714 -1.120 0.845 -1.14 0.49 -0.62 -0.053
C -0.404 -0.060 0.978 0.31 0.03 0.77 -0.282
C -1.299 -0.410 2.193 0.17 -0.56 0.18 -0.124
C -2.286 0.645 2.680 0.28 1.44 -0.83 -0.077
C -2.251 1.943 2.256 0.91 -2.07 -0.32 -0.059
C -1.163 2.335 1.234 -0.43 0.37 0.27 -0.183
C 0.041 1.400 1.212 0.27 0.15 -1.23 -0.132
C -1.232 -0.363 -0.334 0.77 2.21 -1.50 -0.194
N -0.934 0.559 -1.480 -0.91 0.20 0.99 -0.095
C -2.075 0.783 -2.402 0.80 0.46 -0.65 -0.122
C -1.582 1.089 -3.868 0.62 -0.62 1.42 -0.181
O -0.619 2.133 -3.881 0.53 -1.06 0.46 -0.144
C 0.519 1.813 -3.039 0.19 0.23 0.62 -0.144
C 0.394 0.543 -2.120 -1.51 0.59 -0.53 -0.131
O -0.873 -1.665 -0.772 -0.87 -0.49 0.41 0.047
H 1.724 -0.366 3.398 0.14 0.16 -0.11 0.089
H 2.539 0.607 2.160 -0.04 0.41 0.00 0.072
H 3.403 -0.673 2.950 -0.02 -0.25 -0.07 0.078
H 4.391 -3.422 1.248 -0.25 -0.22 -0.32 0.092
H 2.899 -4.077 -0.187 -0.22 -0.18 0.12 0.116
H 0.622 -3.847 -1.154 0.14 0.11 -0.03 0.120
H -0.616 -0.710 3.009 -0.36 0.15 -0.07 0.122
H -1.836 -1.329 1.920 -0.09 0.07 0.26 0.127
H -3.040 0.277 3.378 0.14 0.27 -0.12 0.096
H -2.986 2.679 2.578 0.19 -0.18 -0.04 0.093
H -1.562 2.375 0.217 -0.27 -0.03 0.08 0.097
H -0.780 3.343 1.413 -0.21 0.06 0.23 0.108
H 0.605 1.548 2.142 -0.23 -0.52 -0.15 0.114
H 0.721 1.718 0.383 -0.47 -0.13 0.61 0.120
H -2.314 -0.357 -0.106 0.49 0.23 -0.38 0.168
H -2.744 -0.081 -2.441 -0.03 -0.08 -0.02 0.115
H -2.633 1.652 -2.033 -0.14 -0.11 -0.15 0.112
H -1.153 0.162 -4.289 -0.15 0.25 0.01 0.123
H -2.384 1.419 -4.498 -0.56 0.09 -0.20 0.112
H 0.559 2.674 -2.365 0.32 -0.07 0.07 0.112
H 1.478 1.795 -3.622 -0.94 -0.19 0.24 0.128
H 0.509 -0.379 -2.674 0.41 -0.35 -0.36 0.112
H 1.153 0.589 -1.350 0.30 0.04 0.03 0.110
```
Forces are in eV/Å.


Here is an isolated molecule of C5H6N2O from the Open Molecules 2025 dataset. Energies are from ωB97M-V/def2-TZVPD.

structure (SMILES)	N/N=c1\cccco1
charge	0
multiplicity	1

Geometry as XYZ:
```
14
Properties=species:S:1:pos:R:3:forces:R:3:lowdin_charge:R:1
N -2.671 -0.881 -0.100 1.08 3.43 -1.66 0.000
N -1.628 -0.038 0.832 -11.77 -3.55 2.55 0.101
C -0.542 0.177 0.459 4.87 1.34 -1.01 -0.508
C -0.210 -0.063 -0.894 3.65 0.12 -0.66 -0.041
C 1.067 0.279 -1.168 3.51 -2.44 1.05 -0.020
C 2.133 0.420 0.004 -3.66 -0.07 2.18 -0.051
C 1.696 0.385 1.321 -0.40 2.90 -1.86 -0.038
O 0.252 0.681 1.502 3.42 -1.09 -0.88 -0.020
H -3.571 -0.780 0.368 0.50 0.04 0.75 0.030
H -2.961 -0.305 -1.047 1.44 -1.34 2.74 0.114
H -0.887 -0.757 -1.394 0.38 0.82 -0.51 0.107
H 1.737 -0.134 -1.964 -1.60 0.84 -0.39 0.105
H 3.184 0.391 -0.148 0.56 -0.10 -0.62 0.072
H 2.401 0.626 2.227 -1.97 -0.91 -1.67 0.148
```
Forces are in eV/Å.


Here is a 2-piece molecular cluster, C4H15N2O overall from the Open Molecules 2025 dataset. Energies are from ωB97M-V/def2-TZVPD.

charge	+1
multiplicity	1

Geometry as XYZ:
```
22
Properties=species:S:1:pos:R:3:forces:R:3:lowdin_charge:R:1
N -0.455 -1.832 0.660 0.51 -1.34 -0.11 0.175
C 0.748 -1.025 0.907 0.64 1.45 0.06 -0.118
C 0.288 0.472 0.888 -0.22 -0.67 0.63 -0.165
N -0.885 0.594 0.052 -0.06 -0.20 -0.27 -0.330
C -0.621 0.942 -1.355 -0.87 0.05 0.06 -0.041
C -1.968 1.355 0.659 0.14 0.18 0.51 -0.070
H -0.867 -2.168 1.528 -0.17 0.03 -0.06 0.171
H -0.249 -2.640 0.071 -0.13 0.01 0.09 0.173
H -1.095 -1.163 0.161 -0.25 0.60 0.03 0.136
H 1.488 -1.093 0.116 -0.20 -0.71 -0.28 0.090
H 1.224 -1.281 1.848 -0.12 -0.14 0.03 0.133
H 1.131 1.039 0.519 0.19 0.41 0.09 0.123
H 0.049 0.763 1.917 0.03 0.21 -0.27 0.129
H -1.268 0.335 -2.010 0.58 -0.02 0.09 0.099
H 0.435 0.837 -1.572 0.04 -0.25 -0.26 0.076
H -0.925 1.964 -1.572 0.22 0.31 0.15 0.091
H -1.643 2.354 0.974 -0.03 0.04 -0.14 0.101
H -2.347 0.848 1.552 0.05 -0.01 -0.13 0.092
H -2.777 1.453 -0.043 -0.32 0.03 -0.25 0.089
H 3.691 -1.230 -1.691 -0.13 0.04 -0.02 0.056
H 3.159 0.172 -1.965 -0.01 -0.12 -0.02 0.051
O 2.886 -0.698 -1.647 0.11 0.10 0.08 -0.060
```
Forces are in eV/Å.


Computed LUMO, in the same sequence as the records: 0.026; -0.001; -0.113 Eh.
Computed frontier orbital gap, in the same sequence as the records: 8.4876; 8.5534; 9.9506 eV.
Computed E_HOMO, in the same sequence as the records: -7.776; -8.587; -13.035 eV.